Density functional theory data (the ωB97M-V functional and the def2-TZVPD basis) for the molecule C9H11BrN4.

Charge: 0
ΔE to the lowest compared entry with this formula, charge and spin, kcal/mol: 2.8
Kohn-Sham gap, eV: 9.33
2S+1: 1
E_HOMO, Ha: -0.3130
LUMO, hartree: 0.030

Geometry (Å):
1 C -1.62437 0.27139 1.50954
2 C -2.41080 -0.40554 0.69625
3 Br -4.02167 0.44523 0.02770
4 C -2.27919 -1.79310 0.21209
5 C -1.47040 -1.98922 -0.81656
6 C -0.73342 -1.02170 -1.74829
7 C 0.18474 -0.13009 -0.96794
8 C 1.25470 -0.79327 -0.27387
9 C 2.20069 -0.00816 0.33888
10 N 3.14492 -0.63938 1.16471
11 N 1.96470 1.34411 0.43623
12 C 0.96058 1.88798 -0.27781
13 N 0.87421 3.25543 -0.19872
14 N 0.05087 1.15661 -0.97538
15 H -0.62519 -0.03057 1.84384
16 H -1.86813 1.19463 2.16454
17 H -2.87911 -2.67260 0.54993
18 H -1.46419 -2.98459 -1.29090
19 H -1.48455 -0.35936 -2.16216
20 H -0.12733 -1.43028 -2.56020
21 H 1.25921 -1.86190 -0.17149
22 H 4.00342 -0.85343 0.74430
23 H 3.40084 -0.09233 1.95591
24 H 0.07691 3.79891 -0.38675
25 H 1.61256 3.71123 0.18619

Forces on atoms 1 to 6 (eV/Å):
0.4 1.6 2.4
-1.0 0.1 0.8
0.2 -0.2 0.3
0.6 0.2 -0.7
0.4 -1.8 -2.5
-0.7 1.3 1.5

Density functional theory data (the ωB97M-V functional and the def2-TZVPD basis) for a 2-piece molecular cluster, C9H11BrO overall.

Charge: 0
ΔE to the lowest compared entry with this formula, charge and spin, kcal/mol: 70.8
Kohn-Sham gap, eV: 7.57
2S+1: 1
E_HOMO, Ha: -0.2639
LUMO, hartree: 0.014

Geometry (Å):
1 C 2.89960 0.11045 0.47184
2 C 2.24407 1.38550 0.47672
3 C 2.87602 -0.73228 -0.65844
4 C 1.59286 1.74138 -0.67816
5 C 2.19285 -0.22175 -1.81331
6 C 1.52496 0.96033 -1.73190
7 C -1.16949 -0.48336 0.91884
8 C -4.02864 -1.27309 -1.03194
9 C -2.18591 -0.16052 -0.07960
10 O -2.83067 -1.11495 -0.60451
11 Br -3.28445 1.40144 0.24538
12 H 3.27913 -0.25778 1.37964
13 H 2.19959 1.98728 1.29832
14 H 3.44710 -1.62343 -0.62006
15 H 1.20622 2.69600 -0.81376
16 H 2.07473 -0.76122 -2.69131
17 H -0.04815 -0.52259 0.67467
18 H -1.47274 -1.39622 1.44611
19 H -1.23681 0.39961 1.71619
20 H 1.13740 1.36097 -2.63376
21 H -4.83273 -0.65690 -0.75984
22 H -4.22377 -2.21195 -1.52080

Forces on atoms 1 to 6 (eV/Å):
-1.6 0.9 -1.0
0.8 -3.5 -2.1
-1.0 2.8 -0.5
0.5 1.7 2.6
0.9 -1.4 2.8
0.6 -1.4 -2.9